1.
DFT (ωB97M-V/def2-TZVPD) results for a molecular structure, C31H28F9IrN4PS2Se2 at a distorted geometry.

## Properties
F_max = 2.27 eV/A
LUMO (alpha / beta) = -13.8 / -14.6 eV
ΔE to the lowest compared entry with this formula, charge and spin = 68.4 kcal/mol
E_HOMO (alpha / beta) = -19.33 / -19.30 eV

ORCA input file:
```
! RIJCOSX wB97M-V def2-TZVPD def2/J DEFGRID3
* xyz 4 2
Ir -0.811 1.318 -0.829
N -1.996 2.622 2.485
C -2.892 2.477 1.531
N -2.645 2.072 0.297
C -3.796 2.012 -0.450
C -4.947 2.390 0.242
S -4.610 2.829 1.830
C -3.725 1.605 -1.802
C -4.789 1.547 -2.689
S -4.302 1.067 -4.228
C -2.637 0.941 -3.630
N -2.502 1.253 -2.350
N -1.667 0.569 -4.444
H -1.016 2.437 2.312
H -2.259 2.953 3.404
H -5.960 2.411 -0.134
H -5.825 1.772 -2.478
H -1.850 0.381 -5.420
H -0.714 0.556 -4.125
C 3.016 -0.109 -4.049
Se 2.210 0.452 -2.389
C 3.322 2.013 -1.975
C 2.580 3.266 -1.546
Se 1.160 3.050 -0.203
C 0.703 4.929 -0.080
H 4.031 -0.457 -3.839
H 3.054 0.726 -4.751
H 2.429 -0.929 -4.458
H 3.908 2.230 -2.869
H 4.006 1.665 -1.198
H 2.133 3.798 -2.384
H 3.299 3.931 -1.066
H 0.535 5.348 -1.070
H 1.549 5.424 0.395
H -0.183 5.056 0.537
F -5.564 -3.535 2.570
C -4.353 -3.836 3.050
F -4.341 -3.577 4.363
F -4.128 -5.135 2.867
C -3.273 -3.010 2.364
C -3.591 -2.156 1.320
C -2.582 -1.411 0.728
C -1.271 -1.521 1.188
C -0.956 -2.400 2.223
C -1.965 -3.136 2.819
P 0.037 -0.565 0.371
C 1.137 0.057 1.660
C 2.487 0.288 1.384
C 3.306 0.862 2.342
C 2.772 1.220 3.573
C 1.437 0.966 3.871
C 0.615 0.405 2.909
C 3.604 1.990 4.583
F 3.402 1.544 5.817
F 3.208 3.281 4.532
F 4.899 1.944 4.295
C 0.943 -1.820 -0.577
C 1.948 -2.586 0.010
C 2.558 -3.591 -0.725
C 2.148 -3.841 -2.030
C 1.131 -3.101 -2.615
C 0.530 -2.087 -1.887
C 2.862 -4.925 -2.825
F 3.138 -5.973 -2.061
F 2.129 -5.317 -3.868
F 4.017 -4.416 -3.293
H -4.612 -2.084 0.972
H -2.809 -0.746 -0.100
H 0.064 -2.520 2.567
H -1.733 -3.812 3.632
H 2.908 -0.017 0.432
H 4.357 1.025 2.143
H 1.059 1.196 4.859
H -0.427 0.207 3.136
H 2.259 -2.418 1.033
H 3.343 -4.189 -0.280
H 0.799 -3.339 -3.617
H -0.297 -1.526 -2.314
*
```

2.
DFT (ωB97M-V/def2-TZVPD) results for a molecular structure, C31H28FN7O3Tc at a distorted geometry.

## Properties
F_max = 2.16 eV/A
LUMO (alpha / beta) = -6.2 / -7.4 eV
ΔE to the lowest compared entry with this formula, charge and spin = 0.0 kcal/mol
E_HOMO (alpha / beta) = -13.36 / -13.56 eV

ORCA input file:
```
! RIJCOSX wB97M-V def2-TZVPD def2/J DEFGRID3
* xyz 2 2
Tc -0.954 1.073 -0.057
N -3.941 -0.192 2.837
C -2.922 -0.665 3.627
C -1.766 -0.396 2.960
N -2.068 0.242 1.788
C -3.384 0.349 1.738
C -3.955 0.955 0.564
N -3.102 1.338 -0.361
C -3.839 1.826 -1.415
C -5.158 1.747 -1.094
N -5.216 1.204 0.172
H -4.920 -0.247 3.068
H -3.102 -1.144 4.573
H -0.752 -0.605 3.254
H -3.378 2.183 -2.319
H -6.038 2.041 -1.639
H -6.064 0.999 0.676
C 6.164 -0.846 2.045
C 5.270 -2.071 1.935
C 5.907 -3.148 1.072
C 5.024 -4.384 1.040
C 3.646 -4.024 0.558
C 2.865 -4.952 -0.090
C 1.584 -4.617 -0.521
F 0.854 -5.543 -1.149
C 1.062 -3.373 -0.321
C 1.845 -2.403 0.315
C 1.299 -1.069 0.503
O 0.099 -0.846 0.153
C 2.166 -0.136 1.099
C 3.424 -0.519 1.524
N 3.918 -1.737 1.378
C 3.140 -2.722 0.756
C 1.777 1.273 1.287
O 2.346 2.051 1.999
O 0.731 1.653 0.527
H 7.168 -1.189 2.290
H 5.863 -0.159 2.834
H 6.219 -0.308 1.097
H 5.091 -2.479 2.933
H 6.883 -3.390 1.489
H 6.061 -2.761 0.061
H 4.953 -4.806 2.046
H 5.450 -5.154 0.398
H 3.241 -5.951 -0.270
H 0.060 -3.129 -0.643
H 4.040 0.224 2.007
C -1.389 3.216 0.860
C -1.526 4.073 -0.277
C -0.382 4.398 -1.044
C -0.480 5.209 -2.154
C -1.724 5.731 -2.516
C -2.862 5.468 -1.738
C -2.766 4.639 -0.647
C -1.857 6.533 -3.697
N -1.993 7.146 -4.659
H -2.248 3.108 1.516
H -0.448 3.303 1.386
H 0.580 4.007 -0.736
H 0.394 5.457 -2.739
H -3.803 5.930 -2.002
H -3.636 4.457 -0.028
C -3.452 -2.441 -3.212
C -2.074 -1.820 -3.485
C -1.733 -0.827 -2.476
N -1.485 -0.051 -1.672
H -3.633 -3.229 -3.939
H -4.240 -1.696 -3.311
H -3.494 -2.878 -2.216
H -2.048 -1.339 -4.464
H -1.293 -2.583 -3.477
*
```

3.
DFT (ωB97M-V/def2-TZVPD) results for 2 unconnected molecules or ions with the total composition C31H28N4O at a distorted geometry.

## Properties
F_max = 2.61 eV/A
LUMO = -2.6 eV
ΔE to the lowest compared entry with this formula, charge and spin = 36.3 kcal/mol
E_HOMO = -6.77 eV

ORCA input file:
```
! RIJCOSX wB97M-V def2-TZVPD def2/J DEFGRID3
* xyz 0 1
N -1.350 -0.012 3.330
C -1.710 -0.580 4.535
N -2.972 -0.251 4.922
C -3.448 0.585 3.938
C -4.808 1.150 4.008
O -5.641 0.935 4.869
C -2.414 0.727 2.951
H -1.053 -1.223 5.111
H -4.989 1.820 3.134
H -2.476 1.353 2.068
C 3.665 5.038 -0.731
N 2.331 4.812 -0.187
C 1.288 5.571 -0.788
C 0.981 5.391 -2.149
C -0.024 6.151 -2.746
C -0.700 7.122 -1.993
C -0.376 7.330 -0.646
C 0.614 6.552 -0.045
C 2.045 3.530 0.302
C 1.401 3.384 1.554
C 0.998 2.139 1.988
C 1.196 0.978 1.164
C 0.737 -0.279 1.621
C 0.659 -1.509 0.926
C 0.474 -2.704 1.693
C 0.487 -3.944 1.096
C 0.625 -4.066 -0.303
N 0.531 -5.339 -0.907
C 1.761 -5.913 -1.446
C -0.654 -5.623 -1.644
C -0.797 -5.182 -2.965
C -1.992 -5.421 -3.645
C -3.009 -6.158 -3.021
C -2.844 -6.650 -1.720
C -1.663 -6.384 -1.032
C 0.833 -2.914 -1.078
C 0.783 -1.658 -0.494
C 1.963 1.152 -0.032
C 2.405 2.391 -0.442
H 4.376 4.450 -0.147
H 3.732 4.751 -1.788
H 3.905 6.102 -0.630
H 1.528 4.625 -2.706
H -0.259 5.991 -3.805
H -1.485 7.719 -2.463
H -0.879 8.112 -0.062
H 0.893 6.676 1.005
H 1.273 4.282 2.164
H 0.536 2.025 2.973
H 0.510 -0.329 2.678
H 0.380 -2.614 2.780
H 0.384 -4.866 1.673
H 1.526 -6.895 -1.869
H 2.203 -5.272 -2.220
H 2.482 -6.028 -0.631
H 0.021 -4.614 -3.419
H -2.110 -5.043 -4.666
H -3.942 -6.349 -3.557
H -3.622 -7.256 -1.239
H -1.479 -6.735 -0.013
H 1.019 -3.000 -2.150
H 0.889 -0.793 -1.138
H 2.261 0.276 -0.608
H 2.999 2.488 -1.355
*
```

4.
DFT (ωB97M-V/def2-TZVPD) results for 2 unconnected molecules or ions with the total composition C31H28NO3 at a distorted geometry.

## Properties
F_max = 3.15 eV/A
LUMO = -5.1 eV
ΔE to the lowest compared entry with this formula, charge and spin = 3.4 kcal/mol
E_HOMO = -10.46 eV

ORCA input file:
```
! RIJCOSX wB97M-V def2-TZVPD def2/J DEFGRID3
* xyz 1 1
C 0.636 3.255 -4.755
C 0.589 1.883 -4.902
C -0.282 1.132 -4.143
C -1.136 1.734 -3.219
C -2.136 0.965 -2.447
C -2.377 -0.331 -2.685
N -2.989 1.641 -1.528
C -2.604 2.461 -0.466
C -3.653 3.100 0.368
C -3.285 4.074 1.289
C -4.227 4.697 2.079
C -5.561 4.360 1.960
C -5.942 3.392 1.055
C -5.000 2.765 0.269
O -1.431 2.678 -0.220
C -1.063 3.118 -3.081
C -0.189 3.870 -3.837
H 1.307 3.841 -5.363
H 1.229 1.400 -5.624
H -0.303 0.065 -4.268
H -3.134 -0.846 -2.131
H -1.838 -0.899 -3.414
H -3.981 1.470 -1.660
H -2.240 4.322 1.376
H -3.922 5.441 2.796
H -6.298 4.848 2.577
H -6.982 3.120 0.970
H -5.318 1.995 -0.411
H -1.696 3.598 -2.355
H -0.151 4.941 -3.718
C 4.539 -7.533 -0.501
O 3.408 -7.066 -1.192
C 2.969 -5.809 -0.792
C 1.754 -5.344 -1.321
C 1.218 -4.148 -0.934
C 1.860 -3.343 0.030
C 1.208 -2.174 0.488
C 1.498 -1.394 1.630
C 0.862 -0.137 1.768
C 1.190 0.672 2.820
C 2.153 0.288 3.783
O 2.396 1.285 4.719
C 1.624 2.433 4.349
C 0.681 2.020 3.202
C 2.720 -0.987 3.704
C 2.373 -1.814 2.669
C 3.130 -3.768 0.481
C 3.657 -4.970 0.102
H 4.775 -8.535 -0.861
H 5.386 -6.875 -0.699
H 4.320 -7.580 0.568
H 1.236 -5.974 -2.020
H 0.269 -3.828 -1.326
H 0.383 -1.831 -0.112
H 0.133 0.184 1.043
H 1.097 2.799 5.240
H 2.337 3.207 4.034
H 0.696 2.708 2.348
H -0.359 1.935 3.534
H 3.421 -1.295 4.460
H 2.715 -2.832 2.688
H 3.725 -3.103 1.080
H 4.605 -5.279 0.505
*
```

> Number 1 is which compound?

C31H28F9IrN4PS2Se2